[1]
Computed, not measured: a molecular structure, C19H29N8NaS3Si, with the ωB97M-V functional and the def2-TZVPD basis.

Cartesian coordinates (Å):
Na -0.9713 0.8521 -0.3081
N 0.0349 3.7707 1.8115
C -1.1974 3.8144 1.2462
N -1.7796 2.7895 0.6991
C -3.0472 3.1218 0.2648
C -3.4168 4.4093 0.4617
S -2.1476 5.2676 1.2547
C -3.8773 2.0737 -0.3499
C -5.2133 2.1545 -0.5504
S -5.7873 0.7083 -1.2931
C -4.1702 0.0825 -1.2585
N -3.2833 0.8865 -0.7481
N -3.8816 -1.1692 -1.7009
H 0.6155 2.9839 1.5505
H 0.5253 4.6395 1.9375
H -4.3328 4.8987 0.1857
H -5.8845 2.9514 -0.2870
H -4.5804 -1.6257 -2.2632
H -2.9196 -1.3134 -2.0132
C 1.0971 3.5131 -2.3532
C 1.7366 2.8146 -1.1837
C 2.9786 3.2146 -0.7141
C 3.4922 2.5384 0.3890
C 2.7886 1.5086 0.9626
C 1.5299 1.1106 0.4236
N 1.0368 1.8250 -0.6380
N 0.7576 0.1343 0.9147
Si 1.1763 -0.9289 2.1762
C 2.6617 -2.0048 1.7231
C 1.5820 -0.1173 3.8293
C -0.3232 -2.0227 2.5229
H 1.6877 3.3691 -3.2591
H 1.0240 4.5873 -2.1761
H 0.0992 3.1150 -2.5256
H 3.5159 4.0233 -1.1885
H 4.4530 2.8249 0.8014
H 3.1839 0.9909 1.8236
H 3.5744 -1.4074 1.7128
H 2.5510 -2.4210 0.7198
H 2.8116 -2.8251 2.4281
H 2.5934 0.2876 3.8730
H 1.4866 -0.8474 4.6370
H 0.8857 0.6984 4.0362
H -0.9510 -2.1801 1.6443
H -0.9564 -1.5439 3.2716
H -0.0405 -2.9981 2.9214
S -0.7596 -1.2349 -2.9321
C -0.1255 -2.6495 -2.2549
N 0.0855 -2.7761 -0.9405
C 0.5569 -4.0056 -0.3253
C 1.5218 -4.6957 -1.2748
C 0.8171 -4.9310 -2.5999
N 0.1698 -3.7024 -3.0368
H 0.0461 -1.9201 -0.4005
H -0.2926 -4.6602 -0.1017
H 1.0343 -3.7503 0.6167
H 1.8594 -5.6446 -0.8582
H 2.3954 -4.0582 -1.4240
H 0.0717 -5.7265 -2.4939
H 1.5247 -5.2392 -3.3705
H -0.0231 -3.5608 -4.0148

Results
- Orbital gap: 7.06 eV


[2]
Computed, not measured: C4H8FP in the gas phase in a non-equilibrium geometry, with the ωB97M-V functional and the def2-TZVPD basis.

Cartesian coordinates (Å):
C 1.0807 0.2906 1.9737
C -0.2921 0.3417 1.4550
C -0.6372 -0.0611 -0.0822
F -1.9553 -0.0148 -0.3480
P 0.4215 -0.2281 -1.3751
C -0.7672 -0.4177 -2.7721
H 1.7441 -0.6905 2.1724
H 1.0415 0.7498 3.0158
H 1.6444 0.8893 1.1607
H -0.6578 1.3181 1.7294
H -0.8780 -0.4340 2.0206
H -1.5968 0.2675 -2.7336
H -0.3094 -0.0906 -3.7066
H -1.1186 -1.4724 -2.8756

Results
- SMILES string: CC/C(F)=P/C
- ΔE to the lowest compared entry with this formula, charge and spin: 66.2 kJ/mol
- Orbital gap: 9.65 eV


[3]
Computed, not measured: 15 unconnected molecules or ions with the total composition C5H36O14 in a non-equilibrium geometry, with the ωB97M-V functional and the def2-TZVPD basis.

Cartesian coordinates (Å):
C 1.6464 0.5766 1.2423
C 0.3263 1.1933 0.9882
C -0.1763 1.8940 -0.0319
C -1.4323 2.6155 0.0509
C -2.5690 2.2706 0.6562
H 2.0005 0.3848 0.2174
H 1.6350 -0.3050 1.8666
H 2.5027 1.2841 1.3298
H -0.2439 0.9534 1.9056
H 0.3753 2.0465 -0.9561
H -1.1995 3.6340 -0.2561
H -3.3769 2.9862 0.7158
H -3.0301 1.2796 0.8277
H -0.3980 0.4060 -3.2668
H 0.8856 0.9960 -2.7915
O 0.1047 1.2293 -3.3041
H -4.2119 -0.9352 2.7518
H -4.7656 -1.6295 1.5618
O -4.5635 -0.7205 1.8314
H 4.9061 -0.3154 -1.4357
H 3.4618 -1.0234 -1.9311
O 4.0297 -0.6631 -1.2415
H -2.7988 -2.0405 0.5720
H -1.3376 -1.6024 0.6534
O -1.9006 -2.3815 0.5866
H 0.0702 -4.5405 2.4737
H -0.0399 -4.0247 1.0704
O 0.3139 -3.7723 1.9434
H 2.3639 2.7589 2.8046
H 1.0682 3.3634 2.1111
O 2.0250 3.3981 2.1784
H 0.2147 -1.4656 3.6107
H -0.4423 -2.0359 2.4673
O -0.6327 -1.3587 3.1489
H -3.0670 0.0422 4.0412
H -2.2613 -1.1912 3.9720
O -3.2085 -0.9175 3.9954
H 2.9408 1.8206 -0.3838
H 2.9049 0.7958 -1.4335
O 2.9421 1.7772 -1.3513
H 2.1581 -3.1263 0.0174
H 2.3043 -1.5464 -0.1884
O 1.7254 -2.3111 -0.2459
H 1.3061 -2.0846 -3.1157
H 1.8468 -2.1118 -4.3920
O 2.0305 -1.5906 -3.5873
H 0.9741 4.3758 -1.0556
H 0.6575 3.7098 -2.2152
O 0.3975 4.5628 -1.8196
H -2.2047 0.0050 -2.5253
H -1.6200 -0.0411 -1.0966
O -1.7812 -0.5772 -1.8845
H -0.9092 -1.8833 -2.6137
H -0.1164 -2.6925 -1.6932
O -0.2644 -2.6306 -2.6508

Results
- ΔE to the lowest compared entry with this formula, charge and spin: 515.6 kJ/mol
- Orbital gap: 8.99 eV


no.,HOMO energy (hartree)
1,-0.2494
2,-0.3271
3,-0.3336